Record 1
Computed, not measured: a molecular structure, C14H13N5O7SW, with ωB97M-V with the def2-TZVPD basis set.

The total charge is 0. The calculation puts the strongest force on any atom at 0.40 eV Å⁻¹. The spin multiplicity is 3. The HOMO-LUMO gap (alpha / beta) is 0.2747 / 0.3262 hartree. The energy above the lowest of the compared OMol25 structures with the same formula, charge and spin comes out at 0.0 kJ/mol.

Geometry as XYZ:
```
41
Properties=species:S:1:pos:R:3:mulliken_spin:R:1
W 0.026 -0.176 -0.300 1.876
S -1.074 -0.950 -2.359 0.001
O -1.723 -1.384 -3.534 0.007
O 0.109 0.014 -2.502 -0.014
O -0.395 -1.971 -1.467 -0.003
O -1.895 -0.183 -1.321 0.011
O -0.536 -2.009 3.314 0.023
O 0.357 2.882 2.605 0.038
O -0.227 -1.508 1.162 0.009
N 8.577 -2.131 5.866 0.001
N 4.048 -0.846 1.005 0.015
N 2.124 -0.394 0.075 0.001
N 0.196 1.966 -0.825 -0.011
N -0.162 0.967 1.446 -0.019
C -0.598 0.300 2.654 -0.009
C 2.753 -0.556 1.220 0.042
C 4.252 -0.868 -0.362 -0.022
C 6.849 -1.631 4.002 0.002
C 3.053 -0.591 -0.930 0.031
C 5.561 -2.147 4.109 -0.001
C -0.463 -1.191 2.437 0.004
C 6.285 -0.592 1.913 0.001
C 4.635 -1.898 3.111 0.002
C 0.755 2.806 0.249 -0.005
C 5.007 -1.116 2.028 -0.004
C 7.214 -0.859 2.903 0.000
C 7.813 -1.907 5.039 0.000
C 0.288 2.236 1.573 0.005
H -0.011 0.608 3.520 -0.002
H 1.843 2.748 0.201 0.000
H 3.643 -2.327 3.168 0.000
H 2.312 -0.465 2.199 0.008
H 6.544 0.031 1.068 0.000
H 0.683 2.061 -1.711 -0.001
H 0.461 3.850 0.160 -0.002
H 5.207 -1.119 -0.787 -0.001
H 5.290 -2.754 4.961 0.000
H 8.216 -0.460 2.831 0.000
H -0.774 2.218 -1.011 0.010
H 2.763 -0.551 -1.966 0.003
H -1.644 0.520 2.888 0.002
```

---

Record 2
Computed, not measured: a molecular structure, C14H14HgNO5 in a non-equilibrium geometry, with ωB97M-V with the def2-TZVPD basis set.

The total charge is +1. The calculation puts the strongest force on any atom at 4.54 eV Å⁻¹. The HOMO-LUMO gap is 0.2839 hartree. The energy above the lowest of the compared OMol25 structures with the same formula, charge and spin comes out at 209.6 kJ/mol.

Geometry as XYZ:
```
35
Properties=species:S:1:pos:R:3:nbo_charge:R:1
Hg 1.912 0.090 -0.662 1.251
O 5.630 -0.523 0.130 -0.451
O 4.190 3.668 -4.303 -0.481
O 3.082 -0.433 -3.998 -0.439
O 1.721 0.898 2.662 -0.494
O 1.352 -3.562 -0.122 -0.451
N -1.346 -0.196 2.220 -0.349
C -0.982 -0.883 3.502 -0.415
C -1.430 1.055 -2.819 -0.181
C -0.154 0.811 -2.327 -0.254
C -2.511 0.607 -2.062 -0.176
C 2.823 -0.469 -2.907 0.452
C -0.100 0.166 -1.134 -0.487
C 1.729 -2.520 -0.317 0.479
C -2.783 0.205 2.248 -0.423
C -0.894 -1.019 1.017 -0.236
C 4.524 -0.540 -0.097 0.473
C 3.834 2.687 -3.881 0.484
C 1.882 0.484 1.599 0.419
C -1.098 -0.262 -0.330 -0.164
C -2.385 -0.059 -0.848 -0.216
H 0.795 1.125 -2.841 0.222
H -1.558 -1.827 3.528 0.233
H -2.988 0.669 3.226 0.237
H -3.006 0.883 1.418 0.257
H -3.379 -0.719 2.156 0.227
H 0.096 -1.089 3.488 0.234
H -1.257 -0.231 4.348 0.241
H 0.138 -1.373 1.226 0.226
H -0.814 0.674 2.179 0.430
H -1.509 1.576 -3.772 0.232
H 2.777 1.653 -0.871 -0.529
H -1.565 -1.893 1.039 0.228
H -3.500 0.777 -2.438 0.219
H -3.225 -0.432 -0.257 0.201
```

---

Among the records above, which one has the lowest strongest force on any atom? C14H13N5O7SW

---

Look up the total charge of the first one. 0

---

Which formula does entry 2 have? C14H14HgNO5

---

Among the records above, which one has the lowest total charge? C14H13N5O7SW